{"formula": "CH3IOS2", "method": "ωB97M-V/def2-TZVPD", "symbols": ["C", "S", "H", "H", "S", "O", "I", "H"], "coordinates": [[-0.89808, -0.39591, 0.19331], [0.58213, 0.57884, -0.18763], [-1.75968, -0.00207, 0.59855], [-0.98340, -0.78326, -0.83991], [0.62003, 2.06852, 1.01134], [0.46162, 0.84064, -1.78621], [2.44770, -1.16117, 0.22435], [-0.47032, -1.14560, 0.78619]], "forces_ev_per_a": [[2.7, -1.5, -2.9], [-1.4, 2.1, -4.9], [-1.4, 1.7, 0.7], [-0.7, -0.2, 0.6], [0.5, -0.4, -0.3], [0.9, -1.1, 5.9], [-0.7, 0.7, -0.2], [0.1, -1.3, 1.1]], "mulliken_charge": [-0.76, 0.47, 0.36, 0.30, -0.22, -0.53, 0.06, 0.33], "smiles": "C[S@@](=O)(=S)I", "e_homo_ev": [-9.7396, -9.7401], "total_energy_ev": -32901.9414, "e_above_lowest_kcal_mol": 43.31, "lumo_energy_ev": [-2.42, -2.42]}